C2H11N4OP | ωB97M-V with the def2-TZVPD basis set

Each line ends with the Mulliken charge.
CARTESIAN COORDINATES (ANGSTROEM)
1 H -1.21736 1.60276 0.97758  0.291
2 C 1.54936 -0.51928 0.98095  -1.076
3 H -2.99199 1.62740 -1.31204  0.289
4 H 1.15608 -0.47378 1.86335  0.440
5 H 2.18477 0.35692 0.78973  0.352
6 H 0.67419 -1.14778 -2.20673  0.255
7 N -1.79142 1.12723 0.29234  -0.200
8 C 1.20274 -0.50166 -1.48312  -0.841
9 H 2.38578 -1.30409 1.11368  0.273
10 H -1.59824 -0.75326 2.30547  0.249
11 O -1.71091 -0.86293 -1.32028  -0.632
12 H -1.31545 -2.23116 1.72352  0.262
13 N -1.64065 -1.30641 1.47514  -0.526
14 N -2.14681 1.87999 -0.78644  -0.606
15 H -1.32150 1.80675 -1.47037  0.251
16 H 1.10109 0.53441 -1.82920  0.203
17 H 2.24092 -0.95554 -1.28144  0.388
18 P -1.30119 -0.49022 0.01372  0.642
19 N 0.67828 -0.70793 -0.13480  -0.016

Energy relative to the best compared isomer or geometry (same formula, charge and spin) ... 94.4 kJ/mol
F_max ... 7.12 eV/A
SMILES ... CN(C)[P@](N)(=O)NN
E_tot ... -718.3788 hartree
Highest occupied orbital energy ... -8.029 eV
LUMO energy ... 0.67 eV

C25H22N4OS2SeW | ωB97M-V with the def2-TZVPD basis set

Each line ends with the Mulliken charge.
CARTESIAN COORDINATES (ANGSTROEM)
1 H 0.44244 -2.25723 -3.85441  0.522
2 S -0.38463 0.35268 2.32112  -0.310
3 C 0.13063 -4.06168 1.36847  -0.903
4 H -4.83828 1.23350 -0.52640  0.459
5 C -0.23270 -1.80313 -3.14109  -0.719
6 H -4.28182 -0.31709 1.35422  0.414
7 H -0.90949 -2.20892 1.40742  0.052
8 C 3.03431 -0.39722 4.31981  0.545
9 H -2.44790 3.01791 -1.41040  0.254
10 N 3.78260 -1.87078 6.30323  -0.378
11 H -2.79138 1.87178 0.83079  0.771
12 C 2.19835 -4.26541 0.13061  -0.714
13 C 1.24942 -4.83084 0.90721  -0.740
14 C -4.16642 0.68216 -1.18470  -1.692
15 C -1.89215 -2.04070 -1.39184  -0.379
16 C 1.29038 0.33486 2.84990  0.632
17 C -1.64744 3.70357 -1.15530  -0.685
18 H 0.15716 0.20502 -3.79106  0.520
19 W -0.30734 0.89270 0.12995  0.661
20 C 3.95252 0.40514 3.61731  0.671
21 Se 2.49435 -0.56620 -1.10265  0.344
22 H 0.25205 3.49122 -0.60926  0.312
23 H -4.27128 -1.64432 0.20316  0.503
24 H 4.24540 1.80480 2.02364  0.577
25 C -0.05347 -2.75314 1.04317  -0.063
26 C -0.38162 -0.42689 -3.09613  -0.915
27 H 3.06559 -4.80346 -0.22623  0.544
28 C 2.06116 -2.88293 -0.21985  0.476
29 C 5.33660 0.42650 3.99258  -0.438
30 C -3.64414 -0.89263 0.68337  -1.730
31 H -4.73942 -0.10386 -1.67824  0.414
32 H -1.94774 4.34924 -0.33348  0.341
33 N 0.93061 -0.83852 -0.18064  -0.205
34 H 1.32572 -5.86796 1.20239  0.475
35 H -1.51666 1.19489 -2.30804  0.550
36 H 0.99589 -1.02727 4.49626  0.576
37 C -2.22088 1.08948 0.32621  -0.921
38 C -2.04176 -0.66189 -1.31182  -0.374
39 S 1.59252 2.08873 0.81622  -0.390
40 H -0.59609 -4.54906 2.00619  0.508
41 H -2.88800 -1.39425 1.28650  0.279
42 C -1.26974 0.14584 -2.18381  0.199
43 H -2.48464 -2.68794 -0.76036  0.502
44 N 6.45220 0.44395 4.26120  -0.373
45 C -0.99814 -2.60177 -2.29821  -0.880
46 C -3.02756 0.03620 -0.37193  2.744
47 O -0.50228 2.89493 -0.73520  -0.327
48 C 0.91548 -2.11545 0.22530  1.314
49 N 2.95903 -2.23672 -0.92957  -0.701
50 C 3.53250 1.17914 2.54392  -0.981
51 C 2.19917 1.13205 2.15901  0.756
52 H -1.35768 4.28713 -2.02501  0.343
53 C 3.46574 -1.21352 5.41744  -0.374
54 H -3.80353 1.35522 -1.96146  0.348
55 H -0.90801 -3.67935 -2.35719  0.506
56 C 1.69928 -0.41760 3.94429  -0.919

Energy relative to the best compared isomer or geometry (same formula, charge and spin) ... 0.0 kJ/mol
F_max ... 0.13 eV/A
E_tot ... -4524.3947 hartree
Highest occupied orbital energy ... -14.858 eV
Total charge ... +2
LUMO energy ... -8.11 eV

C34H31BF8O2S | ωB97M-V with the def2-TZVPD basis set

Each line ends with the Mulliken charge.
CARTESIAN COORDINATES (ANGSTROEM)
1 H 4.50877 -1.59849 2.16892  0.371
2 H -2.46881 -4.58961 0.58744  0.402
3 C 2.54835 -0.10439 -2.39904  -0.441
4 F -4.47486 -1.21679 -3.44597  -0.265
5 H 4.38472 0.81926 2.47202  0.402
6 H 4.60827 -4.02085 -2.19283  0.294
7 F -3.06406 -2.90547 -3.63651  -0.271
8 C -0.84423 1.03785 0.43156  -1.151
9 H 3.20997 0.89632 1.12930  0.187
10 H -1.87054 -0.10677 2.65035  0.540
11 H 3.52567 0.28075 4.83842  0.396
12 C -0.93548 -1.21986 -3.40024  -1.012
13 C 0.12232 -0.34412 -3.08021  1.507
14 H 2.48910 0.95598 -2.17372  0.454
15 C -1.67306 -2.59662 0.32181  -0.784
16 H 5.53300 -2.74274 -3.05650  0.390
17 C -2.67246 4.59974 2.01778  0.287
18 H -2.72919 0.84367 -0.57267  0.622
19 C 3.34637 1.06550 2.20756  -1.943
20 H -4.28764 5.48950 -0.81657  0.386
21 C -1.97516 -1.09378 2.18714  -0.307
22 C -2.57043 2.79562 0.41012  0.163
23 H -0.79403 -2.29327 -3.38386  0.636
24 C -0.35276 -0.35458 0.49280  1.469
25 C -1.57414 3.00803 -3.66771  0.841
26 C -2.07396 1.48295 0.03738  -0.019
27 C -3.72976 4.87862 -0.10727  -0.711
28 H -3.36181 1.05078 -4.14880  0.509
29 C -1.35555 1.52537 -3.53971  -0.075
30 F -3.15916 -1.81012 4.10415  -0.335
31 H -3.35955 -4.13252 2.90408  0.443
32 C 4.56440 -3.22787 -2.94766  -1.300
33 H 3.39619 -2.13897 4.39097  0.407
34 H -1.31638 -2.76305 -0.70333  0.409
35 C -2.88413 -3.35308 2.30627  -0.740
36 H 0.65778 1.75550 -2.83199  0.362
37 H 1.61906 -2.03183 4.57448  0.361
38 C -0.11866 1.04747 -3.11359  -0.678
39 C 3.51215 -1.75161 1.72668  -1.611
40 C 2.36808 0.24371 3.03050  1.843
41 C -2.21880 3.33498 1.66438  -0.607
42 C 2.40993 -1.30713 2.67808  1.547
43 F -0.96303 3.52357 -4.77707  -0.283
44 F -3.58483 -1.69594 -5.40599  -0.266
45 H 0.33225 -0.66865 -0.30568  -0.320
46 C -2.36652 -3.59332 1.02540  -0.622
47 H 2.33448 -3.26635 3.52467  0.483
48 C 2.43812 -2.23245 3.87288  -2.151
49 H 4.31801 -3.67539 -3.91249  0.313
50 O 1.00760 0.69763 2.69139  -0.374
51 C 3.75491 -0.86483 -2.39794  -1.155
52 H 1.76695 0.02508 5.09553  0.340
53 C -1.38753 -1.37018 0.93714  0.462
54 H -3.62946 3.18161 -1.44145  0.451
55 S 1.82529 -2.55879 -2.69422  -0.191
56 H -3.69691 6.40900 1.44094  0.428
57 H 3.18884 2.13172 2.41610  0.482
58 F -2.40766 5.07417 3.28324  -0.335
59 F -1.04591 3.66262 -2.57859  -0.232
60 H 2.39780 1.62988 4.65287  0.450
61 C 1.43614 -0.85521 -2.78027  0.208
62 F -2.90569 3.35262 -3.73442  -0.269
63 C -2.39315 0.66274 -3.85039  -1.259
64 C -2.70698 -2.08267 2.83613  -0.022
65 C 3.53628 -2.21834 -2.63237  0.971
66 H 3.46936 -1.24701 0.75143  0.089
67 C 2.52163 0.55335 4.49900  -1.927
68 C -3.31739 -1.62841 -4.05970  0.832
69 O 1.14411 -1.56874 2.04295  -0.417
70 H -0.11708 1.80713 0.73827  0.614
71 C -3.39091 5.41147 1.14196  -0.668
72 C -3.36247 3.57886 -0.46509  -0.409
73 H 3.40509 -2.82699 1.54560  0.435
74 C -2.16994 -0.70759 -3.75235  0.006
75 H -1.56947 2.77687 2.34665  0.475
76 H 4.74997 -0.44621 -2.26758  0.348
77 B 0.44858 -0.37929 2.09949  0.536

Energy relative to the best compared isomer or geometry (same formula, charge and spin) ... 0.0 kJ/mol
F_max ... 5.47 eV/A
SMILES ... CC1(C)OB([C@H](/C=C/c2cccc(F)c2)c2cccc(F)c2)OC1(C)C.Cc1ccc(-c2cc(C(F)(F)F)cc(C(F)(F)F)c2)s1
E_tot ... -2686.7290 hartree
Highest occupied orbital energy ... -7.849 eV
LUMO energy ... -0.46 eV